Formula: C19H56O9
Source: the Open Molecules 2025 dataset
Level of theory: ωB97M-V/def2-TZVPD

As for the structure (SMILES): CC(C)O.CC(C)O.CC(C)O.CC(C)O.CC(C)O.CC(C)O.CO.O.O. The value obtained for the LUMO energy is 0.38 eV. As for the net charge: 0. For the HOMO energy, the calculation gives -9.9756 eV. The energy comes out at -39037.0657 eV.

Element x y z (Å)
C: 21.01944 16.12084 -9.12997
C: 19.58209 16.17421 -8.71247
C: 19.14089 17.63066 -8.64020
O: 18.82880 15.50849 -9.61173
H: 21.31281 15.08294 -9.28746
H: 21.66949 16.54112 -8.36258
H: 21.26139 16.54443 -10.10472
H: 19.36789 15.72481 -7.74280
H: 19.16676 18.10243 -9.62248
H: 19.84524 18.21304 -8.04622
H: 18.19624 17.67029 -8.09783
H: 17.92369 15.82714 -9.64069
C: 15.92073 9.22977 -10.64107
C: 15.19452 10.00675 -11.72456
C: 13.89153 10.61268 -11.16623
O: 15.98131 11.18129 -11.99899
H: 15.32155 8.39732 -10.27213
H: 15.97162 9.82744 -9.73096
H: 16.98958 9.07071 -10.78373
H: 15.08182 9.50620 -12.68625
H: 13.94285 10.99738 -10.14767
H: 13.07498 9.89206 -11.12088
H: 13.50676 11.41402 -11.79703
H: 16.89011 10.91310 -11.84487
C: 17.17145 13.28909 -7.17692
C: 16.22792 13.67720 -6.07571
C: 15.88867 12.65354 -5.00953
O: 16.67840 14.81963 -5.43025
H: 18.19281 13.09805 -6.84765
H: 17.20279 14.04223 -7.96425
H: 16.80255 12.45231 -7.77007
H: 15.29229 13.94812 -6.56489
H: 16.70175 12.25825 -4.40065
H: 15.41061 11.79944 -5.48920
H: 15.30110 12.99939 -4.15909
H: 16.39808 14.85585 -4.51280
C: 20.55949 12.17438 -11.37996
C: 19.66474 11.77002 -10.23117
C: 20.34240 11.87391 -8.86644
O: 18.44313 12.53762 -10.24090
H: 19.87569 12.35522 -12.20931
H: 21.24933 11.37749 -11.65775
H: 21.10070 13.10622 -11.21605
H: 19.36213 10.75932 -10.50508
H: 19.63966 11.78105 -8.03841
H: 20.65242 12.91103 -8.73851
H: 21.26686 11.30151 -8.79009
H: 18.62337 13.44677 -9.99079
C: 15.15228 14.77013 -14.50065
C: 15.02052 16.28509 -14.51695
C: 13.76432 16.93940 -15.10042
O: 15.02407 16.60963 -13.17024
H: 15.08266 14.38826 -15.51919
H: 14.52697 14.24153 -13.78116
H: 16.18047 14.63246 -14.16600
H: 15.91883 16.67925 -14.99213
H: 13.82598 18.02713 -15.13420
H: 12.83168 16.60902 -14.64310
H: 13.62278 16.60017 -16.12657
H: 15.12169 17.56303 -13.22598
C: 18.80834 14.86267 -13.05705
C: 19.02543 16.11186 -13.80117
C: 19.52306 17.28667 -12.88809
O: 19.87650 15.84827 -14.90709
H: 18.18125 15.03515 -12.18235
H: 19.76844 14.48881 -12.70134
H: 18.36118 14.13581 -13.73516
H: 18.08766 16.34413 -14.30588
H: 20.46837 17.07770 -12.38726
H: 18.81134 17.61445 -12.13039
H: 19.63130 18.15344 -13.54009
H: 19.55319 16.37907 -15.63875
C: 15.59191 17.01155 -9.65868
O: 16.37491 16.43885 -10.59863
H: 14.55067 16.95877 -9.97672
H: 15.86009 16.53321 -8.71668
H: 15.97858 18.03036 -9.63382
H: 15.94027 16.56270 -11.44559
O: 15.25300 13.79462 -11.06226
H: 15.78150 14.42175 -10.56866
H: 15.89136 13.19794 -11.45303
O: 12.84552 15.28128 -11.56710
H: 13.39771 15.76249 -12.18334
H: 13.44956 14.69605 -11.11007

---

Formula: C19H58F6O10P
Source: the Open Molecules 2025 dataset
Level of theory: ωB97M-V/def2-TZVPD

The value obtained for the LUMO energy is 2.21 eV. As for the net charge: -1. For the HOMO energy, the calculation gives -6.9674 eV. The energy comes out at -66719.9399 eV.

Element x y z (Å)
P: 0.22273 -0.24328 -0.09780
F: -0.12017 1.36925 0.05000
F: 1.46424 0.16309 -1.09918
F: 1.24040 -0.07622 1.19143
F: 0.68302 -1.84885 -0.10604
F: -0.98385 -0.54433 0.94738
F: -0.78277 -0.46378 -1.37680
C: 4.92365 1.45509 -1.08330
C: 5.22862 -0.02404 -0.73099
O: 6.57583 -0.28708 -1.01723
H: 3.87887 1.75964 -1.02181
H: 5.28891 1.73750 -2.07069
H: 5.47301 2.10482 -0.40201
H: 4.57780 -0.62145 -1.36945
H: 5.02969 -0.22432 0.32183
H: 6.78750 -0.25827 -1.95316
C: 4.14481 -3.78241 2.71038
C: 2.87087 -2.95726 2.44995
O: 3.23540 -1.57977 2.27860
H: 3.83651 -4.79029 2.98827
H: 4.66599 -3.41975 3.59635
H: 4.81258 -3.84104 1.85088
H: 2.27952 -2.96560 3.36555
H: 2.35573 -3.27337 1.54286
H: 2.50340 -1.13266 1.84748
C: 2.49386 -1.25220 -3.62893
C: 1.24656 -2.06879 -3.42868
O: 0.21621 -1.21284 -3.77943
H: 2.53862 -0.27142 -3.15547
H: 2.57670 -1.03202 -4.69324
H: 3.34710 -1.82277 -3.26215
H: 1.13300 -2.41008 -2.39974
H: 1.33684 -2.94206 -4.07471
H: -0.23851 -1.00195 -2.96068
C: -3.62257 1.40353 -1.09541
C: -4.47744 0.64368 -0.02489
O: -5.78471 0.34391 -0.47921
H: -3.40433 0.72111 -1.91685
H: -2.64773 1.69598 -0.70519
H: -4.17711 2.21096 -1.57357
H: -4.49829 1.36197 0.79469
H: -3.89271 -0.25877 0.15340
H: -6.27026 -0.14208 0.19136
C: -1.31992 3.39730 -2.97161
C: -0.68842 4.45505 -3.90380
O: -0.00127 5.47239 -3.27799
H: -0.57555 2.76965 -2.48164
H: -1.98127 2.71181 -3.50152
H: -1.96218 3.86996 -2.22852
H: -1.50285 4.85487 -4.50792
H: 0.04378 4.01690 -4.58204
H: 0.23289 6.19288 -3.86762
O: -1.16405 1.09646 3.28863
H: -0.26074 1.32466 3.50814
H: -1.14237 0.90614 2.35079
O: 1.50955 4.42202 -1.26084
H: 1.17359 3.52587 -1.24416
H: 0.92774 4.88525 -1.86346
C: -5.65137 -0.90900 4.29037
C: -4.16583 -1.06348 4.11386
C: -3.78254 -1.70033 2.77648
O: -3.65175 0.29119 4.13375
H: -6.18414 -1.85294 4.40541
H: -6.09777 -0.24896 3.54662
H: -5.76423 -0.40784 5.25172
H: -3.64984 -1.66017 4.86607
H: -4.22955 -1.25740 1.88648
H: -3.98430 -2.76372 2.64760
H: -2.71412 -1.63883 2.56960
H: -2.73727 0.32194 3.84327
C: -2.38082 -4.79196 -2.57996
C: -1.93272 -3.73552 -1.62892
C: -2.97450 -3.33978 -0.60786
O: -0.71952 -4.07758 -1.02567
H: -1.70234 -4.82670 -3.43233
H: -3.34105 -4.52438 -3.02094
H: -2.39773 -5.79306 -2.14913
H: -1.83124 -2.81206 -2.19902
H: -3.85252 -2.85412 -1.03368
H: -2.49942 -2.75022 0.17625
H: -3.38824 -4.15046 -0.00810
H: -0.20421 -3.34957 -0.67062
C: 3.54467 2.06516 2.41753
C: 2.52764 2.92263 1.54869
C: 1.53010 3.63256 2.38653
O: 3.12315 3.90958 0.72651
H: 4.21687 1.49986 1.77201
H: 3.03133 1.34412 3.05367
H: 4.19651 2.71465 3.00180
H: 1.95127 2.19139 0.98196
H: 0.67233 3.91092 1.77428
H: 2.06880 4.44053 2.88159
H: 1.06388 2.90176 3.04734
H: 2.55419 4.23888 0.02692

---

Values for orbital gap, eV, ordered as above
10.359, 9.176